Here is an isolated molecule of C4H7NO in a non-equilibrium geometry from the Open Molecules 2025 dataset. Energies are from ωB97M-V/def2-TZVPD.

## Properties
**Energy relative to the best compared isomer or geometry (same formula, charge and spin)**: 2.7721 eV
**2S+1**: 1
**SMILES string**: [H]/N=C1\C[C@@]1(C)O
**HOMO**: -9.4256 eV

Each line ends with the natural charge from an NBO analysis.
Positions of all 13 atoms, in Å:
H 0.6138 2.0519 -1.8214  0.33
N -0.2517 1.9759 -1.2863  -0.56
C 0.0845 0.9989 -0.5667  0.28
C 1.2301 0.1139 -0.3000  -0.54
C -0.0898 -0.0205 0.4619  0.20
C -0.9236 -1.2289 0.1323  -0.62
O 0.0262 0.3252 1.8069  -0.69
H 2.0401 0.5714 0.2627  0.24
H 1.5100 -0.6854 -0.9842  0.23
H -0.4649 -2.1032 0.6019  0.22
H -1.9512 -1.1059 0.4898  0.21
H -0.9648 -1.3847 -0.9512  0.22
H -0.8588 0.4911 2.1543  0.47



Here is a cluster of 21 separate species, C63H168O21 in total in a non-equilibrium geometry from the Open Molecules 2025 dataset. Energies are from ωB97M-V/def2-TZVPD.

## Properties
**Energy relative to the best compared isomer or geometry (same formula, charge and spin)**: 3.1957 eV
**2S+1**: 1
**HOMO**: -9.5936 eV

Each line ends with the Mulliken charge.
Positions of all 252 atoms, in Å:
C -2.2748 7.6949 -3.1169  -1.46
C -2.9011 6.5173 -3.8542  1.11
C -4.3433 6.7762 -4.3099  -1.53
O -2.1524 6.1781 -5.0365  -0.40
H -2.3314 8.6230 -3.7265  0.40
H -1.2287 7.5716 -2.9758  0.31
H -2.7279 7.9081 -2.1670  0.41
H -2.9031 5.5359 -3.3159  -0.08
H -5.0365 6.9157 -3.4951  0.39
H -4.5632 5.8705 -4.8714  0.38
H -4.4364 7.6740 -4.9121  0.33
H -1.9527 6.9808 -5.5415  0.21
C 4.4116 4.7084 2.5448  -0.51
C 3.3685 5.8291 2.1943  0.29
C 3.3977 6.2620 0.7123  -0.85
O 1.9998 5.4478 2.4689  -0.58
H 5.4516 5.0658 2.2953  0.49
H 4.1203 3.6876 2.2819  -0.24
H 4.4274 4.6594 3.6870  0.07
H 3.5311 6.6570 2.8742  0.48
H 3.1976 5.3496 0.1429  -0.17
H 4.3504 6.5893 0.3373  0.53
H 2.5518 6.9482 0.5379  0.24
H 1.8760 4.6320 1.9377  0.15
C -0.7369 -4.4513 -4.3338  -0.45
C -2.1001 -4.9481 -3.9670  0.19
C -2.1155 -5.1807 -2.4442  -0.18
O -3.2030 -4.1073 -4.3484  -0.66
H -0.7722 -3.5027 -3.8311  -0.18
H -0.5562 -4.3735 -5.3637  0.40
H -0.0035 -5.1610 -3.9379  0.12
H -2.3799 -5.8699 -4.4451  0.54
H -2.2031 -4.2338 -1.8611  -0.27
H -1.2461 -5.7414 -2.0502  -0.16
H -3.0470 -5.7711 -2.2536  0.38
H -3.3761 -3.3312 -3.7412  0.09
C -2.7460 -1.9330 -8.5924  -1.37
C -2.0689 -1.6180 -7.2894  0.67
C -1.6077 -0.0849 -7.2094  -0.68
O -2.9210 -1.8349 -6.1746  -0.40
H -3.3523 -1.1018 -8.8624  0.35
H -3.3443 -2.9569 -8.4721  0.29
H -2.0505 -2.0795 -9.4358  0.38
H -1.1765 -2.3273 -7.1039  0.18
H -2.4368 0.5408 -7.5334  0.47
H -0.7237 0.0780 -7.9118  0.32
H -1.2117 0.1383 -6.2268  -0.33
H -2.9541 -2.7568 -5.9073  0.12
C 2.0542 -1.9042 -3.5566  -1.19
C 2.1967 -3.1154 -2.6858  2.34
C 2.8019 -4.3333 -3.3756  -1.73
O 2.9337 -2.7084 -1.4202  -0.10
H 1.4908 -1.1129 -3.0662  -0.05
H 1.5402 -2.1082 -4.5196  0.38
H 3.1086 -1.5518 -3.6773  0.37
H 1.1862 -3.4566 -2.3631  -0.71
H 2.5685 -5.1982 -2.8429  -0.10
H 3.8697 -4.0757 -3.5275  0.42
H 2.2594 -4.4636 -4.3059  0.42
H 2.7704 -3.2964 -0.6702  -0.31
C 2.7004 5.7280 6.6721  -1.49
C 1.8159 4.5744 6.4254  0.62
C 0.3645 4.8462 6.7435  -1.40
O 2.0467 4.0587 5.1584  -0.13
H 2.7209 6.0251 7.7107  0.43
H 2.5029 6.5223 5.9631  0.34
H 3.7336 5.4604 6.3826  0.31
H 2.1318 3.7559 7.1252  0.28
H 0.1747 4.9329 7.8305  0.40
H -0.2382 4.1274 6.2124  0.24
H 0.1391 5.7867 6.2910  0.38
H 1.8656 4.7416 4.5301  0.02
C -6.6594 -5.9221 -2.6461  -1.22
C -7.1678 -4.8318 -1.7291  0.74
C -8.0393 -5.3709 -0.6594  -1.45
O -6.0601 -4.2007 -1.1312  -0.43
H -5.9164 -5.5419 -3.3802  0.17
H -7.4248 -6.3385 -3.2987  0.40
H -6.1602 -6.7349 -2.1071  0.31
H -7.6192 -4.0042 -2.2514  0.19
H -8.7009 -4.6456 -0.1950  0.40
H -7.4251 -5.8411 0.1229  0.33
H -8.7205 -6.2195 -1.0235  0.34
H -6.4416 -3.7392 -0.3699  0.22
C 0.4600 -5.2229 3.2804  -0.88
C -0.1054 -5.1403 1.8542  0.47
C -1.5024 -4.4692 1.7304  -0.32
O 0.8308 -4.3736 1.0214  0.97
H 1.5643 -5.3183 3.2063  -0.01
H 0.0424 -6.1018 3.8126  0.56
H 0.2377 -4.2559 3.7719  -0.20
H -0.0388 -6.1643 1.4407  0.30
H -1.9047 -4.7370 0.7250  -0.04
H -1.3643 -3.3516 1.7452  -0.58
H -2.2425 -4.7409 2.4397  0.63
H 0.7840 -3.4548 1.2919  -0.71
C -1.3585 3.0833 -5.9632  -1.08
C -0.6857 3.2682 -4.5767  1.29
C 0.3623 2.1780 -4.1745  0.39
O 0.0626 4.4807 -4.6372  -0.54
H -0.6719 3.0679 -6.8137  0.38
H -2.0258 3.9647 -6.1010  0.31
H -1.8904 2.1247 -6.0679  -0.04
H -1.4929 3.2246 -3.8602  -0.31
H 1.2005 2.3253 -4.8998  0.47
H -0.1064 1.1629 -4.2061  -0.27
H 0.7115 2.4521 -3.1918  -0.85
H -0.6192 5.1194 -4.8541  0.07
C -1.2823 -1.9377 6.6596  -1.88
C -0.8019 -0.9478 5.6027  2.38
C -1.5903 -1.0892 4.2752  -0.77
O -0.8213 0.4433 5.9815  -0.61
H -0.8317 -1.6387 7.5857  0.44
H -0.9438 -2.9138 6.3380  0.40
H -2.3271 -2.0323 6.7192  0.35
H 0.2136 -1.2650 5.2780  -0.85
H -1.3647 -2.0875 3.9200  0.20
H -1.1901 -0.2930 3.6506  -0.41
H -2.6817 -1.0259 4.4463  0.47
H -0.0815 0.7376 6.5563  0.27
C -3.0988 0.5324 1.2496  0.64
C -4.3647 -0.2645 1.6526  0.54
C -4.0999 -1.7381 1.8194  -0.32
O -4.9329 0.2557 2.8758  -0.65
H -3.3888 1.5539 1.3040  0.71
H -2.8356 0.4226 0.2068  -0.80
H -2.2991 0.2971 1.9777  -0.36
H -5.1826 -0.1836 0.8860  0.19
H -4.9756 -2.1365 2.2391  0.65
H -3.2666 -1.8956 2.4915  -0.64
H -3.9195 -2.3348 0.9202  0.07
H -4.2183 0.7051 3.3726  0.18
C 2.1884 6.8373 -4.7203  -1.12
C 2.8860 5.7511 -3.9054  0.61
C 4.1518 6.2004 -3.1571  -1.07
O 1.9930 5.2869 -2.8968  0.05
H 1.2169 6.4646 -5.0222  0.05
H 2.6850 7.1036 -5.6699  0.40
H 2.0210 7.8523 -4.2299  0.25
H 3.1388 4.9778 -4.6337  0.25
H 4.9208 6.5296 -3.8097  0.54
H 4.4305 5.3473 -2.5658  -0.04
H 3.9158 7.1400 -2.5166  0.21
H 1.3214 4.7942 -3.3603  -0.04
C 3.6015 -2.0376 7.3015  -1.73
C 3.5419 -2.8451 5.9957  1.39
C 3.9083 -4.2837 6.1438  -1.15
O 2.2232 -2.6942 5.4212  -0.27
H 4.5982 -1.8690 7.6433  0.43
H 2.9894 -2.4792 8.0699  0.39
H 3.1743 -1.0253 7.1067  0.28
H 4.2346 -2.3446 5.3884  -0.39
H 4.8222 -4.3412 6.8218  0.36
H 4.1339 -4.7345 5.1644  0.15
H 3.0880 -4.8285 6.6559  0.27
H 2.3322 -2.9555 4.4768  0.16
C 5.7175 0.9924 -1.8001  -1.80
C 4.8845 1.4441 -0.6368  0.56
C 4.2380 2.8089 -0.9251  -0.11
O 3.9632 0.3870 -0.3307  0.16
H 6.0208 -0.0555 -1.5733  0.41
H 6.5386 1.6611 -1.9879  0.45
H 5.0657 0.9791 -2.6897  0.41
H 5.5116 1.5198 0.2962  0.21
H 3.6378 2.8889 -1.8432  0.11
H 4.9487 3.6311 -0.8628  0.54
H 3.5155 2.9468 -0.1141  -0.66
H 3.8321 -0.0517 -1.1941  -0.28
C -4.4572 3.7129 4.3640  -1.26
C -3.6533 2.7230 5.2659  0.59
C -4.5488 1.8229 6.1393  -1.46
O -2.9222 1.9060 4.3655  0.03
H -3.6978 4.1309 3.6543  0.22
H -4.9432 4.4790 4.9766  0.43
H -5.2390 3.2425 3.7540  0.24
H -3.0292 3.3279 5.9355  0.35
H -5.2281 1.2388 5.5227  0.22
H -5.0533 2.4196 6.8413  0.51
H -3.9541 1.1487 6.7318  0.30
H -2.2622 1.3560 4.8031  -0.20
C 4.4948 -4.1480 0.9507  -1.11
C 4.3868 -3.7375 2.4386  0.77
C 5.5042 -2.7668 2.7882  -1.13
O 3.1087 -3.2694 2.8773  1.06
H 5.5441 -4.5600 0.7824  0.43
H 4.6072 -3.2223 0.3320  0.21
H 3.6470 -4.7715 0.6882  -0.19
H 4.5647 -4.6691 3.0366  0.31
H 5.3360 -1.8074 2.3061  -0.12
H 6.3966 -3.1737 2.3239  0.57
H 5.6721 -2.6862 3.8563  0.16
H 2.8763 -2.4740 2.3313  -0.57
C -1.1373 5.3706 0.2172  -1.74
C -0.7224 4.3328 -0.7469  1.50
C 0.6164 3.6784 -0.4687  1.06
O -1.7843 3.4046 -0.8708  -0.40
H -0.4340 6.1700 0.4233  0.28
H -1.4041 4.8714 1.1223  0.43
H -1.9648 5.8631 -0.3080  0.34
H -0.6617 4.7522 -1.7660  -0.54
H 1.5178 4.1752 -0.8131  -0.20
H 0.6405 2.7384 -1.1234  -1.10
H 0.7609 3.3395 0.5737  0.28
H -1.8016 2.7406 -0.1729  -0.02
C 0.8187 -8.1094 -2.1849  -1.74
C 1.4893 -7.4113 -0.9973  0.94
C 2.9455 -7.9406 -0.9456  -1.67
O 1.5042 -6.0080 -1.2033  0.78
H 1.3556 -7.8345 -3.0343  0.40
H -0.2543 -7.9627 -2.2298  0.32
H 0.9766 -9.2063 -2.1895  0.40
H 0.9259 -7.7074 -0.1154  0.45
H 3.5775 -7.2426 -0.3935  0.29
H 3.3556 -8.0697 -1.9108  0.38
H 3.0294 -8.8666 -0.4045  0.41
H 1.1668 -5.5503 -0.4141  -0.63
C 4.4287 0.8637 3.4171  -1.42
C 2.9994 0.4117 3.3321  0.30
C 2.1998 1.6594 2.9845  0.40
O 2.7537 -0.5082 2.2584  1.87
H 4.7156 1.2469 2.4337  0.02
H 5.1329 0.0703 3.6595  0.35
H 4.6032 1.6076 4.2179  0.40
H 2.6371 -0.1061 4.2258  0.15
H 1.1497 1.6373 3.2722  -0.21
H 2.2836 1.7715 1.9211  -0.59
H 2.5847 2.5031 3.5439  0.06
H 3.2291 -0.2782 1.4186  -1.14
C -0.9943 -1.7319 -0.8767  1.48
C 0.2890 -1.3189 -0.2217  1.68
C 0.4364 0.1679 -0.2647  1.18
O 0.2597 -1.6871 1.1931  0.07
H -0.9727 -1.4934 -1.9836  -0.05
H -1.8155 -1.2407 -0.3292  -1.53
H -1.1442 -2.8434 -0.8767  -0.98
H 1.1118 -1.7977 -0.7783  -0.62
H -0.2695 0.6550 0.4658  -0.53
H 0.3192 0.5813 -1.3262  -0.88
H 1.4409 0.3893 0.1236  0.04
H 0.9511 -1.1453 1.6328  -0.81
C -3.0500 0.7993 -2.6618  -0.92
C -3.5442 -0.6461 -2.5988  1.52
C -4.9695 -0.8170 -3.1307  -1.93
O -2.7521 -1.4888 -3.4221  0.99
H -2.0679 0.8048 -2.1838  -0.32
H -3.6666 1.4079 -1.9913  0.49
H -3.1192 1.1580 -3.6815  0.73
H -3.4079 -1.0605 -1.5528  -0.73
H -5.2335 -1.8777 -2.9610  0.21
H -5.0139 -0.7035 -4.1681  0.38
H -5.7693 -0.2021 -2.6655  0.41
H -2.6569 -1.1402 -4.3170  -0.43



Here is a cluster of 3 separate species, C15H38BrFNO8P2 in total in a non-equilibrium geometry from the Open Molecules 2025 dataset. Energies are from ωB97M-V/def2-TZVPD.

## Properties
**Total charge**: +1
**2S+1**: 1
**HOMO**: -12.0919 eV

Each line ends with the natural charge from an NBO analysis.
Positions of all 66 atoms, in Å:
C 2.7462 -3.7970 0.1977  -0.69
C 1.5757 -3.2293 0.9909  0.35
F 1.4614 -3.8638 2.1881  -0.31
N 0.2434 -3.2543 0.2784  -0.46
C -0.3563 -4.6401 0.2037  -0.44
Br 0.2980 -2.3944 -1.3982  0.37
H 3.5208 -3.0373 0.1446  0.27
H 3.1186 -4.6864 0.6999  0.26
H 2.4954 -4.0837 -0.8226  0.23
H 1.7915 -2.1812 1.2084  0.21
H -0.3980 -2.6952 0.8440  0.45
H -0.4775 -4.9189 -0.8375  0.25
H 0.2840 -5.3799 0.6730  0.26
H -1.3315 -4.6345 0.6798  0.25
O -6.3412 0.4967 -1.1343  -1.00
P -5.5901 -0.1375 -2.2364  2.51
O -4.0521 0.4084 -2.0764  -0.81
C -3.4155 0.3149 -0.8119  -0.07
C -3.0199 -1.1178 -0.4884  -0.64
O -6.0936 0.7322 -3.5182  -0.85
C -7.4113 1.3051 -3.5523  -0.06
C -7.3341 2.8026 -3.3539  -0.63
O -5.2627 -1.4318 -3.1312  -0.82
C -4.4580 -1.3182 -4.3185  -0.05
C -3.1281 -2.0153 -4.1251  -0.63
H -4.0564 0.7207 -0.0265  0.20
H -2.5267 0.9454 -0.8601  0.19
H -3.8897 -1.7788 -0.4878  0.22
H -2.5437 -1.1677 0.4968  0.19
H -2.3241 -1.4998 -1.2374  0.19
H -8.0575 0.8455 -2.8061  0.19
H -7.8313 1.0796 -4.5333  0.18
H -6.8241 3.0482 -2.4226  0.22
H -8.3310 3.2438 -3.3357  0.22
H -6.7642 3.2621 -4.1625  0.21
H -4.3034 -0.2853 -4.6144  0.21
H -5.0186 -1.8079 -5.1142  0.20
H -2.4779 -1.4242 -3.4770  0.19
H -2.6219 -2.1383 -5.0832  0.22
H -3.2618 -2.9931 -3.6594  0.21
O 4.3549 0.1299 1.4115  -1.05
P 4.6867 1.4199 2.0689  2.54
O 3.5394 1.6366 3.2045  -0.82
C 3.2647 0.5838 4.1292  -0.06
C 4.3582 0.4355 5.1701  -0.64
O 4.1954 2.4852 0.9228  -0.84
C 4.2444 2.1392 -0.4625  -0.06
C 2.8479 1.8642 -0.9680  -0.63
O 5.7875 2.4120 2.6500  -0.82
C 5.4518 3.7753 3.0007  -0.05
C 5.5358 3.9705 4.4971  -0.63
H 3.1148 -0.3595 3.5968  0.17
H 2.3213 0.8344 4.6148  0.19
H 5.3255 0.2372 4.7009  0.21
H 4.1285 -0.3840 5.8514  0.22
H 4.4640 1.3485 5.7541  0.22
H 4.8921 1.2797 -0.6314  0.19
H 4.6801 2.9859 -0.9947  0.19
H 2.3744 1.0827 -0.3706  0.20
H 2.8687 1.5482 -2.0129  0.21
H 2.2217 2.7530 -0.8867  0.22
H 4.4720 4.0647 2.6346  0.21
H 6.1882 4.4050 2.5024  0.20
H 4.6864 3.5038 4.9950  0.21
H 5.5208 5.0332 4.7397  0.23
H 6.4424 3.5215 4.9023  0.22



Number 1: E_tot -286.52977 Eh, M 85.11 g/mol. Number 2: E_tot -4081.04333 Eh, M 1262.02 g/mol. Number 3: E_tot -4607.39808 Eh, M 521.32 g/mol.